(1)
Entry from the OMol25 dataset: a 4-piece molecular cluster, C25H58BrFN2O17P5 overall at a distorted geometry (ωB97M-V with the def2-TZVPD basis set).

The total charge is +1.

Each atom is followed by the atoms it is bonded to, with distances in Å.
Positions of all 109 atoms, in Å:
1 C -2.47374 -1.04312 0.36574  C2 1.523, H19 1.094, H20 1.087, H21 1.089
2 C -2.44935 0.37400 0.92284  C1 1.523, F3 1.390, C4 1.530, H22 1.088
3 F -2.78743 1.21776 -0.12833  C2 1.390
4 C -3.57361 0.53221 1.94852  C2 1.530, C5 1.534, N14 1.478, H23 1.102
5 C -4.13603 1.92283 2.26897  C4 1.534, C6 1.560, H24 1.085, H25 1.094
6 C -5.24710 1.46767 3.26528  C5 1.560, P7 1.920, P10 1.913, C13 1.496
7 P -5.69448 2.69465 4.67227  C6 1.920, O8 1.651, O9 1.640
8 O -4.17912 2.96514 5.26839  P7 1.651, H26 0.966
9 O -6.34068 1.68335 5.78992  P7 1.640, H27 0.969
10 P -6.88579 0.82063 2.52015  C6 1.913, O11 1.630, Br12 2.237
11 O -6.79793 1.20417 0.93836  P10 1.630, H28 0.965
12 Br -8.51925 2.14596 3.28009  P10 2.237
13 C -4.42989 0.46265 4.01294  C6 1.496, N14 1.288, H29 1.082
14 N -3.47839 -0.04221 3.30677  C4 1.478, C13 1.288, C15 1.471
15 C -2.53373 -1.01574 3.87669  N14 1.471, O16 1.400, H30 1.095, H31 1.088
16 O -1.21084 -0.83201 3.45584  C15 1.400, N17 1.457
17 N -0.83900 0.54117 3.77137  O16 1.457, O18 1.146
18 O 0.29853 0.63244 3.87718  N17 1.146
19 H -2.46501 -1.75436 1.19701  C1 1.094
20 H -1.60933 -1.24839 -0.26056  C1 1.087
21 H -3.40567 -1.18943 -0.17871  C1 1.089
22 H -1.45956 0.63018 1.29483  C2 1.088
23 H -4.40253 -0.03846 1.50062  C4 1.102
24 H -4.49985 2.49021 1.41821  C5 1.085
25 H -3.31785 2.43935 2.77876  C5 1.094
26 H -4.25289 3.51382 6.05960  O8 0.966
27 H -5.65458 1.30148 6.35758  O9 0.969
28 H -5.89437 1.33615 0.62570  O11 0.965
29 H -4.51121 0.17269 5.05260  C13 1.082
30 H -2.55652 -0.86362 4.96042  C15 1.095
31 H -2.86295 -2.04069 3.71990  C15 1.088
32 O -0.63287 -1.16038 -3.15690  P33 1.482
33 P -0.21257 -1.05017 -4.57423  O32 1.482, O34 1.630, O37 1.638, O40 1.596
34 O -1.21389 -2.02959 -5.40729  P33 1.630, C35 1.430
35 C -2.62631 -1.89107 -5.23587  O34 1.430, C36 1.518, H43 1.092, H44 1.090
36 C -3.19544 -0.77641 -6.09559  C35 1.518, H45 1.093, H46 1.091, H47 1.089
37 O 1.14966 -1.95941 -4.57084  P33 1.638, C38 1.429
38 C 1.88721 -2.19917 -3.37106  O37 1.429, C39 1.515, H48 1.089, H49 1.091
39 C 1.59659 -3.58572 -2.83391  C38 1.515, H50 1.090, H51 1.091, H52 1.091
40 O 0.29518 -0.13346 -5.77835  P33 1.596, C41 1.445
41 C 0.82317 -0.71115 -6.99258  O40 1.445, C42 1.514, H53 1.086, H54 1.088
42 C -0.15858 -0.57457 -8.13644  C41 1.514, H55 1.089, H56 1.090, H57 1.090
43 H -2.86782 -1.71883 -4.18444  C35 1.092
44 H -3.07253 -2.84468 -5.51778  C35 1.090
45 H -2.68716 0.17081 -5.90054  C36 1.093
46 H -4.26075 -0.64987 -5.89922  C36 1.091
47 H -3.06926 -0.99955 -7.15424  C36 1.089
48 H 1.67857 -1.43491 -2.62340  C38 1.089
49 H 2.94468 -2.11625 -3.62833  C38 1.091
50 H 0.52360 -3.74636 -2.72680  C39 1.090
51 H 2.08127 -3.73781 -1.86822  C39 1.091
52 H 1.96163 -4.34169 -3.53018  C39 1.091
53 H 1.11174 -1.75071 -6.87219  C41 1.086
54 H 1.72545 -0.14848 -7.22262  C41 1.088
55 H -0.94584 -1.32340 -8.06125  C42 1.089
56 H 0.35097 -0.73104 -9.08778  C42 1.090
57 H -0.63226 0.40711 -8.13634  C42 1.090
58 O 5.92984 -0.25270 -8.90400  P59 1.479
59 P 5.95517 1.18623 -8.56130  O58 1.479, O60 1.628, O63 1.641, O66 1.602
60 O 7.50719 1.53073 -8.20952  P59 1.628, C61 1.432
61 C 8.52820 1.16130 -9.14276  O60 1.432, C62 1.518, H69 1.092, H70 1.090
62 C 8.67570 2.18442 -10.25455  C61 1.518, H71 1.092, H72 1.090, H73 1.090
63 O 5.28684 1.16224 -7.06247  P59 1.641, C64 1.427
64 C 4.45153 0.08428 -6.64352  O63 1.427, C65 1.515, H74 1.089, H75 1.093
65 C 5.21440 -0.86169 -5.73939  C64 1.515, H76 1.089, H77 1.092, H78 1.092
66 O 5.44011 2.67475 -8.85439  P59 1.602, C67 1.441
67 C 5.65854 3.74394 -7.91380  O66 1.441, C68 1.514, H79 1.086, H80 1.090
68 C 6.72949 4.69433 -8.40520  C67 1.514, H81 1.089, H82 1.091, H83 1.090
69 H 8.32311 0.17420 -9.56114  C61 1.092
70 H 9.45765 1.08599 -8.57878  C61 1.090
71 H 7.72497 2.35038 -10.76643  C62 1.092
72 H 9.41301 1.84914 -10.98442  C62 1.090
73 H 9.00228 3.14549 -9.85791  C62 1.090
74 H 4.03188 -0.44097 -7.50081  C64 1.089
75 H 3.61584 0.52189 -6.09167  C64 1.093
76 H 6.14404 -1.18430 -6.20688  C65 1.089
77 H 4.61085 -1.73819 -5.49670  C65 1.092
78 H 5.48562 -0.35481 -4.81145  C65 1.092
79 H 5.90322 3.37685 -6.92193  C67 1.086
80 H 4.70766 4.27249 -7.83981  C67 1.090
81 H 7.72128 4.27510 -8.24264  C68 1.089
82 H 6.67762 5.63486 -7.85512  C68 1.091
83 H 6.62250 4.89308 -9.47140  C68 1.090
84 O -3.04543 -0.22616 8.41191  P85 1.487
85 P -1.97795 -0.27120 9.44558  O84 1.487, O86 1.630, O89 1.633, O92 1.592
86 O -1.56346 -1.84210 9.57717  P85 1.630, C87 1.428
87 C -1.22682 -2.58005 8.40237  O86 1.428, C88 1.519, H95 1.094, H96 1.090
88 C 0.21723 -2.35954 7.98659  C87 1.519, H97 1.093, H98 1.091, H99 1.089
89 O -2.85447 -0.08591 10.81030  P85 1.633, C90 1.430
90 C -4.14662 0.52751 10.80300  O89 1.430, C91 1.515, H100 1.090, H101 1.091
91 C -5.23716 -0.52111 10.87992  C90 1.515, H102 1.090, H103 1.091, H104 1.090
92 O -0.67261 0.38619 10.07754  P85 1.592, C93 1.448
93 C -0.16129 -0.03165 11.36671  O92 1.448, C94 1.513, H105 1.085, H106 1.089
94 C 1.09644 -0.85814 11.21444  C93 1.513, H107 1.089, H108 1.090, H109 1.090
95 H -1.90142 -2.31898 7.58200  C87 1.094
96 H -1.39258 -3.63197 8.63322  C87 1.090
97 H 0.43114 -1.29638 7.85048  C88 1.093
98 H 0.43019 -2.88286 7.05324  C88 1.091
99 H 0.90098 -2.73192 8.74762  C88 1.089
100 H -4.27238 1.16462 9.92807  C90 1.090
101 H -4.19292 1.17464 11.67985  C90 1.091
102 H -5.10920 -1.27717 10.10493  C91 1.090
103 H -6.22281 -0.06510 10.77756  C91 1.091
104 H -5.19113 -1.03983 11.83772  C91 1.090
105 H -0.90237 -0.57037 11.94810  C93 1.085
106 H 0.06790 0.88792 11.90395  C93 1.089
107 H 0.85536 -1.87861 10.92006  C94 1.089
108 H 1.62731 -0.90939 12.16520  C94 1.090
109 H 1.75601 -0.43888 10.45478  C94 1.090



(2)
Entry from the OMol25 dataset: a 6-piece molecular cluster, C25H59ClN2O21PS5 overall at a distorted geometry (ωB97M-V with the def2-TZVPD basis set).

The total charge is -1.

Each atom is followed by the atoms it is bonded to, with distances in Å.
Positions of all 114 atoms, in Å:
1 N 3.52733 -0.28821 3.03092  C2 1.518, H21 1.064, H22 1.064
2 C 2.07824 -0.10546 3.44336  N1 1.518, C3 1.640, H23 1.188, H24 1.174
3 C 1.14355 0.67970 2.34851  C2 1.640, C4 1.652, H25 1.194, H26 1.182
4 C 1.35792 0.18741 0.78617  C3 1.652, C5 1.638, H27 1.170, H28 1.193
5 C 1.66063 -1.41305 0.61024  C4 1.638, C6 1.630, H29 1.188, H30 1.194
6 C 1.01483 -2.12402 -0.70618  C5 1.630, C7 1.632, C11 1.674, N14 1.540
7 C 1.62148 -1.67735 -2.15371  C6 1.632, C8 1.782, H31 1.175, H32 1.186
8 C 3.15644 -0.81014 -1.89635  C7 1.782, C9 1.737, O10 1.563, H33 1.256
9 C 4.43519 -1.30816 -2.96136  C8 1.737, O10 1.645, H34 1.194, H35 1.193
10 O 4.34363 -1.67420 -1.36036  C8 1.563, C9 1.645
11 C -0.62082 -1.77892 -0.79675  C6 1.674, O12 1.332, O13 1.481
12 O -1.37461 -1.39983 0.23450  C11 1.332
13 O -1.27309 -1.92969 -2.11769  C11 1.481
14 N 1.06245 -3.66264 -0.68382  C6 1.540, Cl15 1.722, C16 1.507
15 Cl 0.03272 -4.32589 0.52666  N14 1.722
16 C 2.47514 -4.18572 -0.62774  N14 1.507, P17 1.949, H36 1.192, H37 1.194
17 P 2.49988 -6.13113 -0.50630  C16 1.949, O18 1.606, O19 1.741, O20 1.777
18 O 1.23301 -6.79442 -1.23823  P17 1.606
19 O 2.63069 -6.53554 1.18156  P17 1.741, H38 1.022
20 O 3.89825 -6.71886 -1.43157  P17 1.777, H39 1.002
21 H 3.81667 0.45945 2.33189  N1 1.064
22 H 4.11231 -0.04926 3.88756  N1 1.064
23 H 1.52424 -1.12900 3.68355  C2 1.188
24 H 2.07473 0.50438 4.44688  C2 1.174
25 H 1.50177 1.81834 2.36936  C3 1.194
26 H -0.00595 0.71641 2.62215  C3 1.182
27 H 0.47743 0.60637 0.13980  C4 1.170
28 H 2.33610 0.75893 0.41107  C4 1.193
29 H 2.82586 -1.58973 0.75647  C5 1.188
30 H 1.16181 -1.94153 1.55811  C5 1.194
31 H 1.87555 -2.56889 -2.87647  C7 1.175
32 H 1.01735 -0.81012 -2.69226  C7 1.186
33 H 3.09148 0.40843 -1.60104  C8 1.256
34 H 5.53604 -0.90863 -2.72919  C9 1.194
35 H 4.40082 -2.48518 -3.15338  C9 1.193
36 H 3.07209 -3.82193 0.33808  C16 1.192
37 H 3.11725 -3.96179 -1.60901  C16 1.194
38 H 3.63353 -6.66479 1.32976  O19 1.022
39 H 4.72392 -6.21960 -1.16224  O20 1.002
40 O -6.99563 1.33307 -1.01695  S41 1.448
41 S -5.88123 2.13535 -1.47793  O40 1.448, O42 1.446, O43 1.633, C46 1.773
42 O -5.63687 2.37754 -2.88199  S41 1.446
43 O -4.50847 1.57106 -0.79742  S41 1.633, C44 1.422
44 C -4.16442 0.20639 -0.99823  O43 1.422, C45 1.518, H47 1.094, H48 1.095
45 C -3.66992 -0.04313 -2.41179  C44 1.518, H49 1.094, H50 1.094, H51 1.095
46 C -5.92847 3.70197 -0.64829  S41 1.773, H52 1.093, H53 1.092, H54 1.092
47 H -5.00972 -0.44425 -0.75417  C44 1.094
48 H -3.36076 -0.02901 -0.29300  C44 1.095
49 H -4.46578 0.12074 -3.14490  C45 1.094
50 H -3.31946 -1.07259 -2.52654  C45 1.094
51 H -2.85409 0.64270 -2.66288  C45 1.095
52 H -6.07436 3.53790 0.42208  C46 1.093
53 H -6.76708 4.26839 -1.05728  C46 1.092
54 H -4.99450 4.23348 -0.83972  C46 1.092
55 O -6.46303 0.49215 5.98064  S56 1.448
56 S -5.14639 0.18782 5.45922  O55 1.448, O57 1.446, O58 1.633, C61 1.773
57 O -4.11920 1.19649 5.32806  S56 1.446
58 O -5.31100 -0.58084 4.02811  S56 1.633, C59 1.422
59 C -6.04182 0.06403 2.99320  O58 1.422, C60 1.518, H62 1.094, H63 1.095
60 C -5.25567 1.21198 2.38565  C59 1.518, H64 1.094, H65 1.094, H66 1.095
61 C -4.47166 -1.16978 6.37931  S56 1.773, H67 1.093, H68 1.092, H69 1.092
62 H -7.01507 0.40232 3.36168  C59 1.094
63 H -6.23198 -0.68648 2.21910  C59 1.095
64 H -5.09913 2.01422 3.11338  C60 1.094
65 H -5.78638 1.63862 1.53002  C60 1.094
66 H -4.26619 0.87391 2.06066  C60 1.095
67 H -5.22204 -1.96027 6.45647  C61 1.093
68 H -4.21403 -0.80069 7.37368  C61 1.092
69 H -3.57356 -1.52972 5.87404  C61 1.092
70 O -5.52814 -5.08787 4.04875  S71 1.448
71 S -6.84961 -4.89846 3.48671  O70 1.448, O72 1.446, O73 1.633, C76 1.773
72 O -7.81293 -5.97339 3.40761  S71 1.446
73 O -6.70161 -4.21844 2.00966  S71 1.633, C74 1.422
74 C -5.91347 -4.88590 1.03276  O73 1.422, C75 1.518, H77 1.094, H78 1.095
75 C -6.61845 -6.11686 0.49175  C74 1.518, H79 1.094, H80 1.094, H81 1.095
76 C -7.62130 -3.52544 4.30169  S71 1.773, H82 1.093, H83 1.092, H84 1.092
77 H -4.92966 -5.13991 1.43898  C74 1.094
78 H -5.75215 -4.17863 0.21277  C74 1.095
79 H -6.74224 -6.87673 1.26954  C75 1.094
80 H -6.04646 -6.56701 -0.32432  C75 1.094
81 H -7.61932 -5.86113 0.12867  C75 1.095
82 H -6.92035 -2.68800 4.33723  C76 1.093
83 H -7.87680 -3.84220 5.31449  C76 1.092
84 H -8.52862 -3.25447 3.75875  C76 1.092
85 O 2.68926 1.95368 -4.16320  S86 1.448
86 S 3.69608 2.79037 -4.78312  O85 1.448, O87 1.446, O88 1.633, C91 1.773
87 O 4.87827 3.22478 -4.07358  S86 1.446
88 O 2.96662 4.09780 -5.43467  S86 1.633, C89 1.422
89 C 2.18314 4.92841 -4.58776  O88 1.422, C90 1.518, H92 1.094, H93 1.095
90 C 3.05229 5.76420 -3.66528  C89 1.518, H94 1.094, H95 1.094, H96 1.095
91 C 4.21180 2.02864 -6.29926  S86 1.773, H97 1.093, H98 1.092, H99 1.092
92 H 1.46394 4.33059 -4.01962  C89 1.094
93 H 1.60754 5.59634 -5.23676  C89 1.095
94 H 3.59793 5.13412 -2.95607  C90 1.094
95 H 2.44512 6.46616 -3.08703  C90 1.094
96 H 3.79807 6.32436 -4.23888  C90 1.095
97 H 3.32933 1.72724 -6.86873  C91 1.093
98 H 4.80881 1.15152 -6.04311  C91 1.092
99 H 4.81956 2.73781 -6.86418  C91 1.092
100 O 6.87064 3.64542 0.91175  S101 1.448
101 S 7.69639 4.75713 0.48715  O100 1.448, O102 1.446, O103 1.633, C106 1.773
102 O 7.15667 6.08294 0.28551  S101 1.446
103 O 8.52234 4.31904 -0.85147  S101 1.633, C104 1.422
104 C 7.78834 3.87465 -1.98493  O103 1.422, C105 1.518, H107 1.094, H108 1.095
105 C 7.09095 5.02668 -2.68595  C104 1.518, H109 1.094, H110 1.094, H111 1.095
106 C 9.08180 4.88717 1.58650  S101 1.773, H112 1.093, H113 1.092, H114 1.092
107 H 7.07546 3.09451 -1.70097  C104 1.094
108 H 8.50709 3.42060 -2.67477  C104 1.095
109 H 6.31791 5.46839 -2.04956  C105 1.094
110 H 6.60922 4.68848 -3.60754  C105 1.094
111 H 7.80418 5.82206 -2.92606  C105 1.095
112 H 9.52788 3.89889 1.72147  C106 1.093
113 H 8.71244 5.26415 2.54193  C106 1.092
114 H 9.80412 5.58922 1.16600  C106 1.092



Number 1: LUMO level -4.25 eV. Number 2: LUMO level 1.70 eV.